Molecular formula: C14H18AgN6O4S2Se
Method: DFT, ωB97M-V/def2-TZVPD

Each line ends with the Löwdin charge.
Positions of all 46 atoms, in Å:
Ag (-4.27747, 0.58759, -1.74765)  0.473
N (-2.70124, -0.19398, 0.07158)  0.016
C (-1.87393, 0.93986, 0.49174)  -0.322
C (-1.80847, 1.08890, 2.01425)  -0.164
C (-1.24181, -0.11632, 2.77554)  -0.189
C (0.24301, -0.38129, 2.48336)  -0.156
N (0.50387, -1.15982, 1.28037)  0.105
C (0.43404, -2.48195, 1.20294)  -0.446
N (-0.05086, -3.17343, 2.25626)  0.196
N (0.78258, -3.11243, 0.09601)  0.194
C (-2.30991, 2.32927, -0.10752)  -0.672
O (-1.59197, 3.27097, 0.24774)  -0.022
O (-3.30796, 2.37165, -0.87860)  -0.156
H (-3.34332, -0.46362, 0.80706)  0.073
H (-2.13357, -0.99598, -0.17403)  0.057
H (-0.87151, 0.80430, 0.08924)  0.110
H (-2.82428, 1.28615, 2.37515)  0.126
H (-1.20959, 1.97378, 2.23265)  0.111
H (-1.82818, -1.00915, 2.53826)  0.094
H (-1.34479, 0.07116, 3.84810)  0.109
H (0.70955, -0.89879, 3.32797)  0.115
H (0.75289, 0.57465, 2.37048)  0.136
H (0.90199, -0.69542, 0.48208)  0.114
H (-0.30580, -2.70546, 3.10487)  0.096
H (-0.09153, -4.17348, 2.22161)  0.114
H (1.33758, -2.57964, -0.67858)  0.070
H (0.80448, -4.11698, 0.09578)  0.115
O (4.78161, -1.63288, -1.47462)  -0.306
S (3.63506, -1.04839, -0.83564)  0.631
O (3.53227, -1.25869, 0.59594)  -0.333
N (2.22004, -1.50312, -1.53256)  -0.194
C (1.53309, -0.45674, -2.01607)  -0.902
S (0.03785, -0.58431, -2.71642)  0.641
C (2.22780, 0.84187, -1.82350)  -0.245
C (1.78251, 2.11042, -2.16346)  -0.016
C (2.62761, 3.18339, -1.91693)  -0.060
C (3.88075, 3.00503, -1.33805)  -0.074
C (4.31646, 1.73690, -0.97006)  -0.046
C (3.46293, 0.68350, -1.21178)  -0.223
H (0.79943, 2.24575, -2.59522)  0.106
H (2.30299, 4.18045, -2.18435)  0.107
H (4.52916, 3.85685, -1.17902)  0.101
H (5.28061, 1.56762, -0.50854)  0.117
Se (-5.48968, -1.58514, -2.08019)  0.383
C (-6.93457, -1.26509, -3.11209)  -0.969
N (-7.87969, -1.11799, -3.76411)  -0.017

Summary:
- largest force on an atom (eV/Å) = 0.867
- frontier orbital gap (eV) = 6.83
- molar mass (g mol⁻¹) = 585.3
- E (a.u.) = -4518.7087
- net charge = -1